# 1
Molecular formula: C27H31BF8NO29S2
Method: DFT, ωB97M-V/def2-TZVPD

The molar mass comes out at 1060.45 g mol⁻¹. For the lowest unoccupied orbital energy, the calculation gives 1.493 eV. As for the gap between HOMO and LUMO: 7.73 eV. As for the net charge: -1. The value obtained for the highest occupied orbital energy is -6.2 eV.

The geometry in XYZ format:
```
99
Properties=species:S:1:pos:R:3:forces:R:3
C -3.22515 -0.23005 -2.07730 0.1 0.0 0.4
C 0.41654 -2.72403 4.60758 -0.1 0.0 0.0
C 3.01294 1.86687 1.58361 0.3 -0.4 0.0
H -1.48689 -2.02357 -6.70197 0.0 0.1 0.1
O 2.17586 -2.38529 -7.89470 0.1 0.0 0.1
H -1.80059 4.83784 2.84352 0.7 0.2 0.0
C -1.12845 -1.61843 -7.64964 -0.1 0.0 0.0
H 3.57824 1.05708 1.13652 -0.3 -0.2 0.0
C 5.73105 4.14258 3.35925 -0.2 0.1 -0.3
C -1.88163 1.65062 2.04116 0.1 0.5 -0.4
C -4.41362 -0.89826 2.26347 -0.2 0.4 0.0
F -0.44874 -1.33389 -3.61252 0.0 0.0 0.0
O 0.89048 -0.68802 -7.14084 0.1 0.1 -0.3
H -3.01894 8.14999 0.52376 0.1 0.0 -0.1
O 0.06531 -3.07122 3.33464 0.2 -0.1 0.1
C 5.85637 5.21001 2.29294 0.0 0.1 -0.1
C -3.68434 7.82703 -0.27829 -0.1 0.0 -0.1
H 4.64728 -1.69385 -1.66990 0.0 -0.1 0.0
H -0.52969 1.33764 -2.28600 -0.2 0.1 0.1
S 1.86483 4.30199 1.45582 0.1 0.4 0.0
O 1.53042 4.05650 2.83926 -0.1 -0.2 0.0
F -0.94330 0.38710 -6.38166 0.1 0.0 -0.1
C -1.07001 0.41671 -2.09727 0.3 0.0 -0.2
H 1.94315 -6.95154 0.27952 -0.2 0.1 0.0
O -4.97495 8.37951 -0.05756 0.1 0.0 0.2
O -1.47692 3.95853 3.07062 -1.0 0.0 -0.3
H 5.18028 5.00946 1.46317 -0.1 0.0 0.1
C -4.99316 -2.23393 0.54424 0.0 0.1 -0.1
O -4.49020 -0.10955 3.14444 0.0 -0.1 0.1
H -1.98811 1.27416 1.02350 0.2 -0.2 0.1
F -3.20394 8.30021 -1.45505 -0.1 0.0 0.0
H -3.12711 5.73555 0.04745 -0.2 0.0 0.1
H -1.94439 -1.57585 -8.36500 0.1 -0.1 -0.1
C -3.54472 -2.46746 0.92245 -0.1 0.3 -0.2
O -2.39323 0.69827 -1.60268 0.1 -0.1 -0.1
O -0.16852 2.52395 -0.37601 0.2 -0.1 0.0
H -4.23860 6.01561 -1.30932 0.0 0.1 0.0
O 0.70577 -9.17682 2.24618 -0.2 0.0 -0.2
B -1.36105 3.12037 2.00928 0.2 -0.3 0.3
H 6.01916 4.46040 4.36394 -0.1 0.0 0.0
O -6.74553 7.67258 1.14765 -0.1 0.0 0.0
C 1.86149 -1.75951 -1.36453 0.0 0.1 0.0
O 0.78815 -6.96596 2.00717 0.1 -0.1 -0.1
H 2.45271 2.68677 -0.27345 0.3 0.3 -0.1
H 2.79438 -7.41783 1.77147 0.0 -0.1 0.0
H 0.78578 -9.12774 0.19749 0.1 -0.1 0.0
F 4.49227 3.62318 3.39830 0.2 -0.1 0.2
C 1.11228 -1.89212 -7.74283 -0.1 0.0 0.1
C -0.63001 -4.29777 3.40004 -0.1 0.2 0.0
N 0.61951 4.74728 0.56844 0.0 -0.4 0.2
S -0.57491 3.70784 0.36963 -0.4 0.4 -0.2
O -0.27325 -3.48121 5.50067 0.0 0.0 0.0
H -3.35494 -3.36330 1.50862 0.1 0.0 0.0
H -1.14442 1.04344 2.57519 -0.2 -0.2 0.0
O 8.65388 3.30386 1.87337 0.0 -0.1 0.0
O 6.65494 3.15803 2.90911 0.2 0.1 0.2
O -4.36232 -0.36008 -1.74363 -0.1 0.1 -0.3
O -5.47812 -1.49720 1.68051 0.2 -0.3 -0.1
O -3.25228 -1.31917 1.69292 0.0 -0.3 0.3
F 2.48900 -9.78377 0.99797 0.0 0.0 0.1
H 5.68761 6.21743 2.65964 0.2 0.0 0.0
O -0.65022 -7.85901 3.48562 0.0 0.0 0.1
H -1.34941 -5.24038 5.23468 0.1 0.0 0.1
H -0.51635 -0.19986 -1.38773 -0.2 0.2 0.0
O 2.21629 -3.00640 -1.80132 -0.1 0.0 -0.2
H -5.03028 -1.58754 -0.33401 -0.1 -0.3 0.1
H -5.56213 -3.14847 0.40308 -0.1 0.0 0.2
F -2.73402 -2.48216 -0.16738 0.0 0.0 0.0
C -0.43242 -0.29031 -7.43703 0.0 -0.1 0.2
O -5.10305 6.24763 0.56438 0.1 0.1 -0.1
C 7.61514 3.79051 2.18297 -0.1 0.0 -0.1
O 0.89212 -1.51684 -0.73499 0.2 -0.3 0.2
C 1.43433 -8.93829 1.05417 0.1 0.0 0.1
O 7.22763 5.04355 1.87675 0.0 0.0 0.1
H -2.19544 -3.73844 4.77791 0.0 0.0 -0.1
O -1.67086 4.45451 -0.26254 0.1 0.0 0.1
H 2.92639 1.88113 2.65948 0.1 0.2 0.0
F 4.07493 -3.89247 -2.73100 0.0 0.0 0.1
H -2.85620 1.60711 2.52438 0.1 -0.1 0.3
H -1.54802 0.20835 -4.23794 0.1 -0.1 -0.1
C 1.85850 -7.49339 1.21677 0.0 0.1 -0.1
C -1.38867 -0.38168 -3.33884 -0.1 0.0 0.3
H 0.06657 -5.11550 3.23276 -0.1 -0.1 -0.1
C -1.23540 -4.25801 4.78527 -0.1 -0.1 0.1
O -0.06281 -2.43259 -8.14706 0.0 0.0 0.0
C 2.50640 2.79484 0.80111 -0.3 0.0 -0.2
O 2.92373 5.26776 1.22656 -0.1 0.1 -0.1
C 0.19481 -7.98828 2.66648 0.1 0.0 0.1
O 2.76458 -0.84632 -1.78794 0.0 0.0 0.0
C -5.71368 7.44523 0.60565 0.0 -0.1 -0.1
C 3.20875 -2.84854 -2.79364 0.0 0.0 0.1
O -2.60337 -1.02722 -2.98854 -0.1 0.2 -0.3
C -3.95695 6.34176 -0.30759 0.1 0.0 0.1
H 2.73472 -2.84616 -3.77675 0.1 -0.1 0.0
H -0.42393 0.36750 -8.30756 -0.1 0.1 0.1
O 1.21707 -1.90412 4.89118 0.0 0.1 0.0
C 3.85390 -1.53577 -2.40222 0.1 0.1 -0.1
H 4.23853 -0.96832 -3.24444 -0.1 0.1 0.0
F -1.57880 -4.33474 2.42504 0.1 0.0 0.0
```
Forces are in eV/Å.

Results of the Mulliken charge analysis, in e, for atoms 1 through 8: 0.544 0.590 -0.711 0.244 -0.504 0.301 -0.322 0.219

***

# 2
Molecular formula: C27H31Br2N4O7S2W
Method: DFT, ωB97M-V/def2-TZVPD

The molar mass comes out at 931.35 g mol⁻¹. For the lowest unoccupied orbital energy (spin up / spin down), the calculation gives -8.892 / -9.431 eV. As for the gap between HOMO and LUMO (spin up / spin down): 7.66 / 7.48 eV. As for the net charge: +3. Its expectation value of S² is 2.01. Its multiplicity is 3. The energy relative to the best compared isomer or geometry (same formula, charge and spin) comes out at 51.2 kJ/mol. The value obtained for the highest occupied orbital energy (spin up / spin down) is -16.5 / -16.9 eV.

The geometry in XYZ format:
```
74
Properties=species:S:1:pos:R:3:forces:R:3
H -3.89261 -3.01696 3.84459 0.0 0.0 0.0
H 3.25361 -2.11009 1.09901 0.0 0.0 0.0
C 2.66874 -3.37563 -0.54912 0.0 0.0 0.0
O -1.39122 -1.73772 1.63247 -0.1 -0.2 0.0
C 1.09863 4.91337 2.45021 0.0 0.0 0.0
O 1.77857 1.69684 -2.55640 -0.2 0.1 0.0
H -5.23572 0.00376 -1.83551 0.0 0.0 0.0
H 0.08829 5.22892 2.17944 0.0 0.0 0.0
C 1.61170 -3.73865 -1.37821 0.0 0.0 0.0
N 0.21057 -2.13265 -0.31420 0.1 0.0 0.0
C 2.04968 6.10515 2.42727 0.0 0.0 0.0
H 4.60067 0.46433 2.07948 0.0 0.0 0.0
O -5.61017 -0.82417 0.75196 0.0 0.0 0.0
C 5.49505 1.88174 0.74050 0.0 0.0 0.0
S -1.44858 1.24588 0.81251 0.2 -0.2 0.0
H 0.21625 2.52078 2.44454 0.0 0.0 0.0
C 5.32634 2.66650 -0.39244 0.0 0.0 0.0
H 6.14144 3.27683 -0.75627 0.0 0.0 0.0
C -0.81606 -3.47722 -1.99507 0.0 0.0 0.0
H 1.00457 -1.05974 1.25221 0.0 0.0 0.0
H -3.93358 -3.19368 2.07592 0.0 0.0 0.0
C 0.39334 -3.10744 -1.23364 0.0 0.0 0.0
H 0.39187 1.44719 -3.26167 0.6 -0.1 -0.1
O -0.59579 1.38885 -3.50306 -0.2 0.2 -0.2
H -2.92946 1.85553 -2.40621 0.0 0.0 0.0
C -4.47402 0.19768 -1.08050 0.0 0.0 0.0
C 2.46318 -2.39754 0.42075 0.0 0.0 0.0
H -4.16561 -4.37197 -3.59663 0.0 0.0 0.0
H 6.44405 1.88424 1.25958 0.0 0.0 0.0
H -3.19532 0.57846 -3.61747 0.0 0.0 0.0
N -1.93406 -2.79504 -1.64454 0.0 -0.2 0.1
H 3.98897 3.24565 -1.97042 0.0 0.0 0.0
C -2.05023 -4.80664 -3.55414 0.0 0.0 0.0
H -2.54697 -3.86931 3.01515 0.0 0.0 0.0
C -1.23710 0.61258 -2.73299 -0.2 -0.1 0.1
H -2.05875 -1.59073 5.09066 0.0 0.0 0.0
C -4.62572 -0.75086 0.09485 -0.1 0.0 0.0
C 1.80823 1.89314 -1.35111 0.0 0.1 0.1
O -3.52949 -1.50603 0.29130 0.0 0.2 0.1
C 4.45483 1.08457 1.20488 0.0 0.0 0.0
W -1.68105 -1.12094 -0.32423 -0.1 0.7 -0.1
H 1.05202 4.49647 3.46132 0.0 0.0 0.0
C -3.20301 -4.12909 -3.16955 0.0 0.0 0.0
H 1.71369 6.87105 3.12271 0.0 0.0 0.0
O -0.68930 -0.21963 -1.97896 -0.1 -0.1 0.0
H 1.75390 -4.51798 -2.11154 0.0 0.0 0.0
N 0.64257 2.68358 1.53853 -0.1 0.1 0.0
H 1.58415 4.20042 0.45683 0.0 0.0 0.0
C -0.84113 -4.47288 -2.94725 0.0 0.0 0.0
C 1.22526 -1.80808 0.50359 0.0 0.0 0.0
C -3.28597 -3.07356 2.93922 0.0 0.0 0.0
C -3.10006 -3.13790 -2.22160 0.0 0.0 0.0
C 4.11814 2.65641 -1.07197 0.0 0.0 0.0
H 0.05617 -5.00667 -3.22194 0.0 0.0 0.0
N 0.56019 2.15716 -0.73794 0.2 -0.1 0.0
H 2.57578 3.49431 1.73666 0.0 0.0 0.0
H 3.05920 5.81119 2.71693 0.0 0.0 0.0
C -2.72080 0.81212 -2.66111 0.0 0.0 0.0
C 3.23450 1.09196 0.55002 0.0 0.1 0.1
H -0.18120 2.12816 -1.41481 0.0 0.1 0.0
C 1.57321 3.83784 1.48473 0.0 -0.1 -0.1
H 2.42084 0.47836 0.91529 0.0 0.1 0.0
S -2.45314 -1.50655 2.78185 0.0 -0.1 0.0
H -3.97798 -2.60275 -1.89293 0.0 0.0 0.0
Br -2.11657 -6.14388 -4.83480 0.0 0.0 0.0
H -4.53944 1.23267 -0.73988 0.0 0.0 0.0
H -0.80292 -2.49334 4.18079 0.0 0.0 0.0
O -3.15733 -0.05762 -1.62675 0.0 -0.1 -0.1
H 2.09499 6.55531 1.43493 0.0 0.0 0.0
H -0.78661 -0.69517 4.23203 0.0 0.0 0.0
C -1.40658 -1.58856 4.21650 0.0 0.0 0.0
Br 4.31833 -4.20515 -0.71957 0.0 0.0 0.0
C 3.06714 1.88318 -0.58393 -0.1 0.0 0.0
C 0.07489 2.05964 0.54913 -0.1 0.0 0.0
```
Forces are in eV/Å.

Results of the Mulliken charge analysis, in e, for atoms 1 through 8: 0.511 0.610 -0.420 -0.818 -0.388 -0.702 0.396 0.375

***

# 3
Molecular formula: C27H31GaGeN6O3S2
Method: DFT, ωB97M-V/def2-TZVPD

The molar mass comes out at 694.05 g mol⁻¹. For the lowest unoccupied orbital energy (spin up / spin down), the calculation gives -2.808 / -3.052 eV. As for the gap between HOMO and LUMO (spin up / spin down): 6.14 / 7.88 eV. As for the net charge: +1. Its expectation value of S² is 0.76. Its multiplicity is 2. The energy relative to the best compared isomer or geometry (same formula, charge and spin) comes out at 48.4 kJ/mol. The value obtained for the highest occupied orbital energy (spin up / spin down) is -8.9 / -10.9 eV.

The geometry in XYZ format:
```
71
Properties=species:S:1:pos:R:3:forces:R:3
H -1.37253 -2.62935 -5.56599 0.0 0.0 0.0
H -2.45990 -3.79115 -0.17711 0.0 0.0 0.0
S 1.90769 -1.31697 2.38257 0.0 0.0 0.0
C -1.67972 -1.50575 -1.86445 0.0 0.0 0.0
C -2.53017 -0.98247 -2.84090 0.0 0.0 0.0
N 1.63164 0.84810 -1.81621 0.0 0.0 0.1
C -0.16366 2.59809 1.65534 0.0 0.0 0.0
Ga 1.81836 0.63581 0.50941 0.0 -0.1 0.0
H -1.40967 -1.05748 2.96557 0.0 0.0 0.0
C -2.30287 -3.57351 0.87315 0.0 0.0 0.0
H -1.04142 3.20824 1.43684 0.0 0.0 0.0
O 1.03483 -0.07472 2.34606 -0.1 0.0 0.0
H -3.30806 -0.28021 -2.56610 0.0 0.0 0.0
N 2.83181 1.85935 1.86653 0.0 0.1 0.0
H 0.71001 0.25333 -4.91714 0.0 0.0 0.0
H 5.52416 -0.21674 -2.93064 0.0 0.0 0.0
N 0.31690 1.99256 0.37981 0.0 0.1 0.1
H -0.46829 1.77793 2.30347 0.0 0.0 0.0
H -0.05572 -2.87125 -1.50157 0.0 0.0 0.0
Ge -1.69585 -0.88536 -0.01957 -0.1 -0.1 0.0
N 2.51202 0.26725 -3.73937 0.0 0.0 0.0
C -3.61186 2.87538 -0.41120 0.0 0.0 0.0
O 1.32598 -2.41614 3.07587 0.1 0.0 0.0
C -2.89530 1.71416 -0.66822 0.0 0.0 0.0
C 2.74789 0.53237 -2.44036 0.0 0.0 0.0
H 0.48284 4.00302 3.11680 0.0 0.0 0.0
O 3.25846 -0.91711 2.74802 0.0 0.0 0.0
C -4.30987 3.00634 0.78201 0.0 0.0 0.0
C 3.96908 0.45347 -1.66798 0.0 0.0 0.0
C 5.14844 0.42558 0.13672 0.0 0.0 0.0
H -2.36910 1.62774 -1.61543 0.0 0.0 0.0
H -0.47770 1.52117 -0.05939 0.0 -0.1 0.0
H -4.87331 3.90729 0.98569 0.0 0.0 0.0
S 1.91139 -1.62950 0.30522 0.0 0.0 0.0
H -2.76343 -5.57262 1.48910 0.0 0.0 0.0
H -3.63556 3.67152 -1.14485 0.0 0.0 0.0
C -1.45096 -2.30918 -4.53475 0.0 0.0 0.0
H 3.38941 1.14313 2.34383 0.0 -0.1 0.0
H 7.00009 -0.28146 -0.87729 0.0 0.0 0.0
N 3.90515 0.70302 -0.37838 0.0 0.0 0.0
H -4.84963 2.06058 2.62964 0.0 0.0 0.0
C 2.06079 2.60076 2.90147 0.0 0.0 0.0
C 0.63335 0.78472 -2.75841 0.0 0.0 -0.1
C -0.72083 -2.44905 -2.24653 0.0 0.0 0.0
H -3.58641 0.00432 2.17067 0.0 0.0 0.0
C -2.86786 0.65749 0.25086 0.1 0.0 0.0
C 0.93195 3.42657 2.30640 0.0 0.0 0.0
H 0.12231 -3.59854 -3.84665 0.0 0.0 0.0
H 3.47480 2.48661 1.39152 0.0 0.0 0.0
H -1.75508 -2.83630 4.62161 0.0 0.0 0.0
H 5.36616 0.48424 1.18893 0.0 0.0 0.0
H -2.42489 -5.09990 3.89070 0.0 0.0 0.0
H -0.40025 0.96718 -2.52527 0.0 0.0 0.0
C -1.92481 -3.03976 3.57269 0.0 0.0 0.0
H -3.08962 -0.97497 -4.91119 0.0 0.0 0.0
C -0.61198 -2.85237 -3.56964 0.0 0.0 0.0
C -2.41320 -1.37781 -4.16784 0.0 0.0 0.0
N 5.20367 0.04294 -2.01336 0.0 0.0 0.0
C -2.47960 -4.57929 1.81172 0.0 0.0 0.0
H 0.59529 2.73225 -0.26305 0.0 0.0 0.0
H 3.18449 -0.00674 -4.43538 0.0 0.0 0.0
C 1.16326 0.42473 -3.95784 0.0 0.0 0.0
H 1.65568 1.85806 3.58415 0.0 0.0 0.0
C -1.74272 -2.03462 2.63629 0.0 0.0 0.0
C -4.29464 1.96912 1.70489 0.0 0.0 0.0
H 1.32141 4.16398 1.59386 0.0 0.0 0.0
H 2.74229 3.24387 3.45999 0.0 0.0 0.0
C -1.94118 -2.28841 1.27898 0.0 0.0 0.0
C 5.96868 0.02049 -0.86973 0.0 0.0 0.0
C -3.57901 0.80807 1.44475 0.0 0.0 0.0
C -2.29361 -4.31207 3.16071 0.0 0.0 0.0
```
Forces are in eV/Å.

Results of the Mulliken charge analysis, in e, for atoms 1 through 8: 0.429 0.363 0.939 0.188 0.032 0.121 -0.249 0.291

***

Number 1: largest force on an atom 1.00 eV Å⁻¹. Number 2: largest force on an atom 0.68 eV Å⁻¹. Number 3: largest force on an atom 0.11 eV Å⁻¹.